# C4H5NO

A single C4H5NO molecule in a non-equilibrium geometry (the ωB97M-V functional and the def2-TZVPD basis, OMol25).

As for the SMILES: N#CC[C@H]1CO1. Its charge is 0. The largest force on an atom is 0.020 hartree/bohr. The HOMO energy comes out at -10.82 eV.

Last column: Mulliken charge in e.
Atoms and positions in Å:
N 2.60 0.69 -0.76  -0.3858
C 1.70 0.03 -0.47  0.2275
C 0.68 -0.90 0.04  -0.5957
C -0.62 -0.24 0.49  0.1865
C -1.09 1.04 -0.07  -0.3951
O -1.62 -0.20 -0.52  -0.4219
H 1.17 -1.48 0.83  0.3075
H 0.42 -1.63 -0.72  0.2557
H -0.98 -0.52 1.47  0.3456
H -1.79 1.65 0.50  0.2459
H -0.47 1.56 -0.79  0.2298



# C4H5NO

A single C4H5NO molecule in a non-equilibrium geometry (the ωB97M-V functional and the def2-TZVPD basis, OMol25).

As for the SMILES: N#C[C@@H]1C[C@@H]1O. Its charge is 0. The largest force on an atom is 0.022 hartree/bohr. The HOMO energy comes out at -10.16 eV.

Last column: Mulliken charge in e.
Atoms and positions in Å:
N 2.85 0.33 0.70  -0.4256
C 1.72 0.06 0.67  0.0830
C 0.33 -0.34 0.68  -0.0615
C -0.27 -0.94 -0.57  -0.7269
C -0.80 0.36 -0.10  0.0917
O -0.61 1.43 -0.96  -0.5061
H 0.02 -0.78 1.62  0.3829
H -0.84 -1.86 -0.48  0.2462
H 0.34 -0.85 -1.46  0.2859
H -1.73 0.38 0.46  0.3021
H -1.01 2.22 -0.57  0.3282



# C4H5NO

A single C4H5NO molecule in a non-equilibrium geometry (the ωB97M-V functional and the def2-TZVPD basis, OMol25).

As for the SMILES: Cc1ccno1. Its charge is 0. The largest force on an atom is 0.021 hartree/bohr. The HOMO energy comes out at -9.47 eV.

Last column: Mulliken charge in e.
Atoms and positions in Å:
C 1.08 0.61 -1.09  -0.9750
C 0.37 -0.36 -0.16  0.3887
C -0.87 -0.95 -0.03  -0.4769
C -1.29 -0.47 1.25  -0.0934
N -0.36 0.19 1.87  -0.3559
O 0.71 0.16 1.04  -0.1282
H 2.15 0.45 -1.21  0.2680
H 0.55 0.70 -2.03  0.3178
H 0.98 1.57 -0.56  0.3104
H -1.48 -1.61 -0.64  0.3496
H -2.27 -0.48 1.70  0.3949



# C4H5NO

A single C4H5NO molecule in a non-equilibrium geometry (the ωB97M-V functional and the def2-TZVPD basis, OMol25).

Its charge is 0. The largest force on an atom is 0.021 hartree/bohr. The HOMO energy comes out at -9.25 eV.

Last column: Mulliken charge in e.
Atoms and positions in Å:
C -1.17 -0.22 -0.02  -1.0437
C 0.24 0.32 0.11  0.3629
C 1.64 -1.58 -0.34  -0.1957
O 1.17 -0.43 -0.73  -0.1709
C 0.40 1.73 -0.26  0.0163
N 0.57 2.85 -0.50  -0.3689
H -1.57 -0.15 -1.04  0.3245
H -1.17 -1.27 0.31  0.3120
H -1.84 0.34 0.66  0.3472
H 0.59 0.22 1.14  0.2732
H 1.14 -1.81 0.66  0.1431



# C4H5NO

A molecular structure, C4H5NO in a non-equilibrium geometry (the ωB97M-V functional and the def2-TZVPD basis, OMol25).

Its charge is 0. The largest force on an atom is 0.029 hartree/bohr. The HOMO energy comes out at -9.81 eV.

Last column: Mulliken charge in e.
Atoms and positions in Å:
C 1.48 -0.52 -0.74  -1.0101
C 0.18 0.00 -0.08  -0.3069
C -1.08 1.36 0.78  0.3236
O -1.27 2.48 1.13  -0.3679
C -2.05 0.22 0.87  0.2989
N -2.21 -0.91 0.64  -0.3670
H 2.26 0.22 -0.91  0.2897
H 1.24 -0.98 -1.71  0.2765
H 1.91 -1.33 -0.14  0.2768
H 0.05 -0.48 0.87  0.2921
H -0.62 -0.04 -0.80  0.2942



# C4H5NO

A single C4H5NO molecule in a non-equilibrium geometry (the ωB97M-V functional and the def2-TZVPD basis, OMol25).

Its charge is 0. The largest force on an atom is 0.096 hartree/bohr. The HOMO energy comes out at -8.23 eV.

Last column: Mulliken charge in e.
Atoms and positions in Å:
C 0.23 0.30 -0.33  0.2516
C -0.55 -0.67 1.44  -0.4383
C -1.39 -0.93 0.30  0.3264
C 1.43 1.00 -0.91  -0.7310
N -0.87 -0.08 -0.76  -0.5478
O -1.79 -0.11 1.35  -0.3470
H -0.22 -1.20 2.23  0.3309
H -2.04 -1.78 0.09  0.4334
H 2.15 1.30 -0.18  0.2690
H 1.13 1.99 -1.56  0.2423
H 1.91 0.20 -1.68  0.2106



# C4H5NO

A single C4H5NO molecule in a non-equilibrium geometry (the ωB97M-V functional and the def2-TZVPD basis, OMol25).

As for the SMILES: CC(=O)CC#N. Its charge is 0. The largest force on an atom is 0.028 hartree/bohr. The HOMO energy comes out at -10.18 eV.

Last column: Mulliken charge in e.
Atoms and positions in Å:
C 0.38 -0.87 1.02  -0.9892
C -0.52 0.22 0.47  0.6378
O -1.67 0.38 0.78  -0.5165
C 0.15 1.12 -0.71  -0.5073
C -0.30 0.10 -1.64  0.3393
N -0.75 -0.93 -1.92  -0.4543
H 0.75 -0.48 1.97  0.3299
H 1.22 -1.07 0.36  0.3053
H -0.15 -1.80 1.23  0.3021
H 1.24 1.25 -0.74  0.2576
H -0.35 2.09 -0.83  0.2954



# C4H5NO

A single C4H5NO molecule in a non-equilibrium geometry (the ωB97M-V functional and the def2-TZVPD basis, OMol25).

As for the SMILES: N#CC1(O)CC1. Its charge is 0. The largest force on an atom is 0.037 hartree/bohr. The HOMO energy comes out at -9.52 eV.

Last column: Mulliken charge in e.
Atoms and positions in Å:
N 2.29 -0.15 -1.06  -0.4793
C 1.45 -0.59 -0.38  0.1077
C 0.26 -0.33 0.40  0.7023
O 0.54 0.35 1.58  -0.5280
C -0.52 0.38 -0.71  -0.6842
C -1.22 -0.53 0.26  -0.5772
H 1.27 0.97 1.44  0.3385
H -0.04 1.36 -0.85  0.4204
H -0.42 -0.15 -1.65  0.2274
H -1.75 -0.16 1.14  0.2399
H -1.65 -1.44 -0.14  0.2325



# C4H5NO

A single C4H5NO molecule in a non-equilibrium geometry (the ωB97M-V functional and the def2-TZVPD basis, OMol25).

As for the SMILES: C1=N[C@H]2C[C@H]2O1. Its charge is 0. The largest force on an atom is 0.035 hartree/bohr. The HOMO energy comes out at -8.46 eV.

Last column: Mulliken charge in e.
Atoms and positions in Å:
C -1.26 -1.09 -0.35  0.1310
N -0.44 -1.37 0.60  -0.5265
C 0.18 -0.15 0.95  -0.1813
C 1.26 0.56 -0.42  -0.8206
C -0.12 0.84 -0.06  0.1779
O -1.27 0.12 -0.90  -0.4075
H -2.02 -1.82 -0.67  0.3635
H 0.44 -0.01 1.99  0.3643
H 1.58 -0.38 -0.82  0.2971
H 1.96 1.41 -0.57  0.2868
H -0.31 1.88 0.24  0.3153



# C4H5NO

A single C4H5NO molecule in a non-equilibrium geometry (the ωB97M-V functional and the def2-TZVPD basis, OMol25).

As for the SMILES: C[C@H](C#N)C=O. Its charge is 0. The largest force on an atom is 0.055 hartree/bohr. The HOMO energy comes out at -10.13 eV.

Last column: Mulliken charge in e.
Atoms and positions in Å:
C 0.39 1.14 0.61  -1.1624
C -0.46 -0.13 0.37  0.2477
C 0.66 -1.19 0.59  0.0337
N 1.36 -1.67 -0.23  -0.3623
C -0.80 -0.53 -1.07  -0.0957
O -0.03 -1.15 -1.75  -0.4097
H 0.81 1.03 1.62  0.2909
H 1.23 1.14 -0.09  0.3521
H -0.15 2.08 0.55  0.3594
H -1.42 0.01 0.92  0.3555
H -1.80 -0.39 -1.48  0.3909



# C4H5NO

A single C4H5NO molecule in a non-equilibrium geometry (the ωB97M-V functional and the def2-TZVPD basis, OMol25).

As for the SMILES: O=C1CN2C[C@@H]12. Its charge is 0. The largest force on an atom is 0.033 hartree/bohr. The HOMO energy comes out at -9.41 eV.

Last column: Mulliken charge in e.
Atoms and positions in Å:
O 0.98 1.01 2.06  -0.4693
C 0.60 0.57 1.02  0.2523
C 1.11 0.15 -0.64  -0.3617
N -0.31 0.08 -0.92  -0.3844
C -0.94 -0.92 -0.10  -0.2666
C -0.79 0.48 0.39  -0.0953
H 1.53 1.07 -1.09  0.2372
H 1.62 -0.70 -1.14  0.2728
H -0.36 -1.67 0.45  0.2305
H -1.86 -1.29 -0.55  0.2495
H -1.59 1.21 0.49  0.3352



# C4H5NO

A molecular structure, C4H5NO in a non-equilibrium geometry (the ωB97M-V functional and the def2-TZVPD basis, OMol25).

Its charge is 0. The largest force on an atom is 0.032 hartree/bohr. The HOMO energy comes out at -8.46 eV.

Last column: Mulliken charge in e.
Atoms and positions in Å:
O 0.82 1.01 1.27  -0.4994
C 0.57 0.38 0.06  0.4842
C -0.65 0.85 -0.63  -0.4848
C -0.90 -0.55 -0.26  -0.5461
C 1.09 -0.94 -0.09  0.1684
N 1.61 -1.97 0.09  -0.5094
H 1.63 0.65 1.65  0.3362
H -1.20 1.55 0.00  0.2359
H -0.61 1.12 -1.67  0.2492
H -1.40 -0.84 0.65  0.2911
H -0.95 -1.27 -1.07  0.2747